Below is 5 unconnected molecules or ions with the total composition C42H96F5N16O7P4S4, with properties calculated with wB97M-V/def2-TZVPD.

Each line ends with the Mulliken charge.
Geometry (Å):
C1 11.152 0.819 -2.757  -0.793
C2 10.492 1.568 -4.057  -0.348
S1 8.627 1.730 -4.025  -0.107
C3 7.783 0.171 -3.421  -0.726
C4 6.472 0.508 -2.433  0.200
C5 5.543 -0.738 -2.090  -0.722
C6 4.272 -0.394 -1.135  0.178
C7 3.167 -1.505 -0.662  -0.236
C8 1.611 -1.142 -1.031  -0.252
C9 0.707 -2.404 -1.558  -0.337
C10 -0.675 -1.729 -2.217  -0.720
C11 -1.564 -0.879 -1.126  -0.403
C12 -1.775 0.706 -1.499  -0.515
C13 -3.342 1.233 -1.328  -0.626
S2 -4.455 0.309 -2.525  -0.081
C14 -5.812 1.569 -2.986  0.164
N1 -6.352 1.836 -4.391  -0.222
N2 -7.337 2.842 -4.256  -0.283
C15 -7.453 3.169 -2.776  0.006
O1 -6.504 2.400 -1.955  -0.047
C16 4.332 1.169 -0.735  0.639
S3 2.933 1.765 0.397  -0.153
N3 5.367 2.079 -1.192  0.526
S4 5.282 3.757 -0.586  0.843
O2 5.418 3.817 0.987  -0.509
O3 6.551 4.572 -1.069  -0.534
C17 3.818 4.718 -1.254  0.458
F1 2.864 3.881 -2.074  -0.200
F2 4.336 5.740 -2.241  -0.209
C18 3.027 5.630 -0.107  0.600
F3 1.995 4.881 0.644  -0.189
F4 3.966 6.418 0.756  -0.194
F5 2.274 6.670 -0.904  -0.217
N4 6.416 1.901 -2.012  -0.673
H1 11.569 -0.235 -3.133  0.218
H2 10.315 0.643 -1.956  0.207
H3 12.041 1.432 -2.247  0.286
H4 10.830 1.080 -5.092  0.311
H5 10.930 2.673 -4.089  0.295
H6 7.345 -0.418 -4.356  0.374
H7 8.520 -0.601 -2.889  0.399
H8 5.786 -1.802 -2.513  0.426
H9 3.313 -1.803 0.483  0.329
H10 3.424 -2.504 -1.261  0.031
H11 1.115 -0.748 -0.020  0.165
H12 1.533 -0.227 -1.789  0.210
H13 0.365 -3.104 -0.656  0.278
H14 1.286 -3.028 -2.367  0.121
H15 -0.284 -0.971 -3.052  0.299
H16 -1.340 -2.591 -2.658  0.292
H17 -1.059 -0.910 -0.059  0.231
H18 -2.659 -1.325 -0.961  0.459
H19 -1.438 0.957 -2.595  0.314
H20 -1.135 1.407 -0.775  0.174
H21 -3.717 1.184 -0.197  0.223
H22 -3.384 2.381 -1.643  0.393
H23 -8.181 3.937 -2.244  0.323
H24 2.859 0.958 1.549  0.294
O4 -6.245 0.304 3.066  -0.776
P1 -6.317 1.571 3.953  0.833
N5 -5.554 2.518 2.729  0.317
C19 -4.616 3.621 2.896  -0.878
C20 -6.392 2.764 1.549  -1.180
N6 -5.077 0.965 5.006  0.294
C21 -3.794 1.610 5.238  -1.259
C22 -4.846 -0.491 5.010  -1.090
N7 -6.401 3.027 4.973  -0.089
C23 -6.741 2.710 6.386  -1.017
C24 -7.468 3.966 4.558  -1.118
H25 -5.076 4.530 3.290  0.283
H26 -4.157 3.893 1.936  0.373
H27 -3.767 3.373 3.525  0.211
H28 -7.225 3.437 1.768  0.249
H29 -6.820 1.828 1.172  0.329
H30 -5.823 3.191 0.718  0.359
H31 -3.133 1.507 4.375  0.293
H32 -3.282 1.167 6.100  0.433
H33 -3.902 2.664 5.503  0.376
H34 -4.280 -0.810 4.126  0.322
H35 -5.797 -1.040 5.044  0.314
H36 -4.291 -0.806 5.901  0.297
H37 -7.688 2.162 6.448  0.377
H38 -6.823 3.625 6.985  0.386
H39 -5.975 2.112 6.890  0.319
H40 -8.429 3.450 4.453  0.391
H41 -7.241 4.463 3.617  0.269
H42 -7.586 4.780 5.283  0.398
O5 -4.901 -3.194 7.274  -0.651
P2 -4.724 -4.616 7.860  0.738
N8 -5.691 -5.295 6.603  0.106
C25 -6.620 -6.416 6.685  -0.779
C26 -5.052 -5.287 5.281  -0.913
N9 -5.771 -4.248 9.195  0.156
C27 -7.019 -4.937 9.487  -1.263
C28 -5.962 -2.826 9.533  -0.968
N10 -4.522 -6.251 8.534  -0.111
C29 -3.959 -6.230 9.910  -1.030
C30 -3.556 -7.076 7.773  -1.111
H43 -6.128 -7.383 6.806  0.284
H44 -7.228 -6.487 5.773  0.399
H45 -7.355 -6.308 7.476  0.172
H46 -4.213 -5.984 5.225  0.249
H47 -4.664 -4.290 5.041  0.148
H48 -5.753 -5.537 4.479  0.396
H49 -7.803 -4.662 8.778  0.316
H50 -7.381 -4.684 10.492  0.448
H51 -6.898 -6.022 9.510  0.376
H52 -6.649 -2.336 8.834  0.316
H53 -5.003 -2.290 9.530  0.288
H54 -6.364 -2.707 10.545  0.308
H55 -3.000 -5.699 9.935  0.374
H56 -3.809 -7.248 10.289  0.393
H57 -4.622 -5.754 10.640  0.311
H58 -2.609 -6.543 7.628  0.377
H59 -3.938 -7.370 6.798  0.271
H60 -3.347 -8.021 8.289  0.402
O6 3.083 6.234 -7.526  -0.786
P3 2.513 7.598 -7.068  0.750
N11 4.072 8.330 -7.182  0.023
C31 4.645 9.367 -6.334  -0.729
C32 4.557 8.500 -8.557  -0.981
N12 2.314 7.025 -5.442  0.151
C33 2.973 7.589 -4.274  -0.985
C34 2.238 5.566 -5.244  -1.003
N13 1.859 9.168 -6.541  -0.086
C35 0.487 9.049 -5.978  -1.004
C36 1.698 10.132 -7.653  -1.097
H61 4.192 10.350 -6.478  0.261
H62 5.719 9.486 -6.533  0.419
H63 4.606 9.128 -5.276  0.171
H64 3.990 9.258 -9.104  0.284
H65 4.474 7.563 -9.119  0.270
H66 5.614 8.779 -8.593  0.368
H67 4.034 7.332 -4.250  0.314
H68 2.522 7.212 -3.348  0.174
H69 2.849 8.673 -4.211  0.420
H70 3.229 5.100 -5.308  0.284
H71 1.575 5.103 -5.987  0.333
H72 1.807 5.317 -4.268  0.335
H73 -0.196 8.589 -6.702  0.377
H74 0.092 10.032 -5.695  0.383
H75 0.448 8.456 -5.059  0.297
H76 1.145 9.686 -8.487  0.377
H77 2.653 10.494 -8.030  0.283
H78 1.167 11.033 -7.325  0.395
O7 5.100 -5.858 -1.872  -0.806
P4 4.324 -7.115 -2.334  0.840
N14 3.235 -6.150 -3.261  0.348
C37 1.811 -6.363 -3.489  -0.989
C38 3.836 -5.545 -4.456  -1.134
N15 3.633 -7.329 -0.757  0.149
C39 2.208 -7.299 -0.461  -1.089
C40 4.332 -6.701 0.379  -0.823
N16 3.432 -8.561 -2.866  -0.099
C41 3.791 -9.769 -2.076  -1.035
C42 3.738 -8.952 -4.261  -1.097
H79 1.595 -7.208 -4.147  0.278
H80 1.353 -5.480 -3.954  0.420
H81 1.244 -6.494 -2.573  0.218
H82 4.071 -6.289 -5.221  0.250
H83 4.769 -5.029 -4.206  0.294
H84 3.187 -4.789 -4.910  0.389
H85 1.811 -6.283 -0.514  0.132
H86 2.009 -7.679 0.548  0.470
H87 1.636 -7.960 -1.115  0.370
H88 4.142 -5.622 0.420  0.165
H89 5.415 -6.873 0.316  0.297
H90 4.019 -7.139 1.333  0.316
H91 4.869 -9.964 -2.123  0.380
H92 3.257 -10.653 -2.446  0.394
H93 3.510 -9.693 -1.021  0.325
H94 4.820 -9.021 -4.424  0.388
H95 3.326 -8.254 -4.987  0.275
H96 3.285 -9.918 -4.513  0.390

orbital gap	3.63	eV
ΔE to the lowest compared entry with this formula, charge and spin	11.678	eV
maximum force	11.8	eV/A
LUMO level	-5.60	eV
net charge	+1
HOMO	-9.23	eV